ORCA calculation (ωB97M-V with the def2-TZVPD basis set) on C48H57N2PPdSi as an isolated structure.

Computed properties:
Lowest unoccupied orbital energy = -8.17 eV
Charge = +2
HOMO level = -13.74 eV
ΔE to the lowest compared entry with this formula, charge and spin = 0.723 eV

XYZ file:
```
110
Properties=species:S:1:pos:R:3:lowdin_charge:R:1
Pd -0.6466 0.0374 0.5099 0.746
C 0.3651 -2.1824 -4.8841 -0.048
C 0.0947 -0.8171 -4.8961 -0.050
C 0.2855 -0.0687 -3.7480 -0.026
C 0.7148 -0.7124 -2.5967 -0.261
C 0.9635 -2.0756 -2.5600 -0.036
C 0.8095 -2.8091 -3.7245 -0.067
N 0.8743 0.0332 -1.3897 -0.002
N 1.3865 1.1349 -1.4961 0.112
C 1.1221 2.0237 -0.4347 -0.247
C 1.8943 3.1773 -0.3868 0.011
C 1.5997 4.1596 0.5399 -0.021
C 0.5019 4.0072 1.3900 -0.036
C -0.2713 2.8600 1.3687 -0.122
C 0.0615 1.8418 0.4925 -0.212
H 0.2461 -2.7590 -5.7927 0.118
H -0.2458 -0.3376 -5.8035 0.117
H 0.1204 1.0023 -3.7345 0.114
H 1.3130 -2.5391 -1.6420 0.112
H 1.0375 -3.8674 -3.7303 0.120
H 2.7070 3.2827 -1.0974 0.133
H 2.2072 5.0553 0.5907 0.125
H 0.2417 4.7993 2.0829 0.127
H -1.1171 2.7684 2.0338 0.098
C -5.7384 0.4479 3.2664 -0.185
C -5.1173 -0.9402 3.1190 -0.157
C -4.4048 -1.1164 1.7510 -0.170
C -4.1003 0.2419 1.0884 -0.405
C -3.5536 1.1826 2.1827 -0.210
C -4.6492 1.5234 3.2138 -0.163
P -2.9206 0.1454 -0.3033 1.115
C -3.2558 1.5440 -1.4276 -0.386
C -2.6963 2.9063 -0.9845 -0.211
C -3.2031 3.9975 -1.9266 -0.166
C -4.7376 4.1564 -1.8028 -0.169
C -5.3976 2.9082 -1.2021 -0.188
C -4.7766 1.6395 -1.7796 -0.176
C -3.1136 -1.3468 -1.3415 -0.390
C -4.5952 -1.6421 -1.7177 -0.177
C -4.8244 -3.1449 -1.9488 -0.176
C -3.6303 -3.7791 -2.6577 -0.174
C -2.3671 -3.7344 -1.7729 -0.157
C -2.4170 -2.5843 -0.7539 -0.223
H -6.2899 0.5209 4.2032 0.120
H -6.4700 0.6096 2.4676 0.118
H -5.8814 -1.7094 3.2290 0.117
H -4.3945 -1.0993 3.9287 0.113
H -5.0068 -1.7406 1.0892 0.107
H -3.4655 -1.6320 1.9219 0.066
H -5.0111 0.6822 0.6696 0.112
H -3.1418 2.1002 1.7626 0.078
H -2.7227 0.6596 2.6624 0.063
H -5.0916 2.4932 2.9775 0.116
H -4.1884 1.6243 4.2003 0.105
H -2.6958 1.2651 -2.3268 0.112
H -1.6096 2.8751 -0.9807 0.086
H -3.0151 3.1517 0.0321 0.102
H -2.9202 3.7468 -2.9533 0.118
H -2.7051 4.9370 -1.6912 0.115
H -5.1681 4.3453 -2.7864 0.116
H -4.9746 5.0267 -1.1922 0.114
H -6.4657 2.9105 -1.4187 0.123
H -5.3067 2.9103 -0.1095 0.106
H -4.8683 1.6699 -2.8682 0.132
H -5.3311 0.7646 -1.4565 0.076
H -2.5488 -1.0835 -2.2444 0.117
H -4.8422 -1.0998 -2.6310 0.118
H -5.2768 -1.2862 -0.9444 0.091
H -5.7256 -3.2634 -2.5486 0.122
H -5.0097 -3.6566 -0.9990 0.120
H -3.4562 -3.2530 -3.6020 0.118
H -3.8540 -4.8132 -2.9165 0.118
H -1.4785 -3.6345 -2.4015 0.090
H -2.2646 -4.6733 -1.2262 0.119
H -1.3963 -2.3298 -0.4545 0.062
H -2.9436 -2.9095 0.1416 0.094
C 0.0739 3.2081 5.8194 -0.038
C 1.2100 3.0055 5.0383 -0.047
C 1.2182 2.0132 4.0703 -0.100
C 0.0966 1.1900 3.8910 -0.305
C -1.0496 1.4225 4.6704 -0.103
C -1.0594 2.4239 5.6329 -0.044
Si 0.1768 -0.2065 2.7530 0.756
C 1.8968 -0.7652 2.4277 -0.259
C 2.3275 -1.3382 1.2174 -0.106
C 3.6064 -1.8585 1.0816 -0.058
C 4.4801 -1.8221 2.1601 -0.046
C 4.0755 -1.2545 3.3629 -0.046
C 2.7975 -0.7293 3.5035 -0.080
C -0.8065 -1.6195 3.3787 -0.267
C -1.3247 -2.6245 2.5529 -0.129
C -2.0088 -3.7121 3.0749 -0.062
C -2.1616 -3.8320 4.4506 -0.045
C -1.6322 -2.8640 5.2929 -0.046
C -0.9668 -1.7596 4.7696 -0.069
H 0.0735 3.9818 6.5783 0.119
H 2.0890 3.6206 5.1900 0.118
H 2.1048 1.8689 3.4590 0.113
H -1.9329 0.8034 4.5441 0.087
H -1.9397 2.5856 6.2436 0.117
H 1.6611 -1.3820 0.3690 0.040
H 3.9254 -2.2965 0.1420 0.114
H 5.4721 -2.2477 2.0688 0.119
H 4.7612 -1.2215 4.2014 0.119
H 2.5030 -0.3078 4.4579 0.109
H -1.1565 -2.5879 1.4870 0.058
H -2.4149 -4.4729 2.4156 0.117
H -2.6664 -4.6948 4.8667 0.119
H -1.7339 -2.9695 6.3663 0.119
H -0.5641 -1.0187 5.4502 0.107
```